91
Properties=species:S:1:pos:R:3 method="wB97M-V/def2-TZVPD" homo_lumo_gap_ev="7.55 / 5.25" s_squared=8.78 total_charge=+2 lumo_ev="-5.24 / -8.25" e_homo_ev="-12.8 / -13.5" multiplicity=6
Ir -0.8950 0.8422 -1.1541
C 4.0273 -0.7421 1.0235
Sb 1.9879 0.0871 0.9733
C 1.3116 1.2256 -0.8989
C 1.7914 0.3312 -1.9082
C 1.6134 0.5661 -3.2867
C 2.0839 -0.3636 -4.1861
C 2.7423 -1.4964 -3.7105
C 2.8979 -1.6433 -2.3418
N 2.4299 -0.7694 -1.4632
Si 2.2034 2.9575 -0.9043
C 2.4623 3.7902 -2.5968
C 3.9759 2.5839 -0.2909
C 1.2721 3.9594 0.4247
C 0.5387 -1.5890 1.5302
C 0.1780 -2.1869 0.2427
C 0.2778 -3.5713 0.0317
C 0.1311 -4.1057 -1.2279
C -0.1396 -3.2544 -2.2924
C -0.3405 -1.9228 -2.0009
N -0.2095 -1.4033 -0.7792
Si 1.5295 -2.7381 2.7714
C 2.8566 -3.8145 1.9116
C 2.3424 -1.5642 4.0367
C 0.3246 -3.9224 3.6606
Si -1.0024 -0.7878 2.4325
C -0.8260 -0.4994 4.3094
C -2.4364 -1.9991 2.1109
C -1.2865 1.0023 1.8118
H 4.6772 -0.0769 0.4673
H 4.0242 -1.7234 0.5665
H 4.3580 -0.7999 2.0539
H 1.1264 1.4734 -3.6078
H 1.9578 -0.2103 -5.2462
H 3.1287 -2.2387 -4.3897
H 3.4355 -2.4902 -1.9370
H 3.3562 3.4009 -3.0773
H 2.6157 4.8537 -2.4354
H 1.6444 3.6978 -3.2986
H 4.4239 1.7721 -0.8583
H 3.9972 2.3242 0.7657
H 4.6119 3.4546 -0.4253
H 0.1985 3.7983 0.3987
H 1.4558 5.0186 0.2866
H 1.6290 3.6998 1.4177
H 0.4711 -4.2214 0.8644
H 0.2454 -5.1658 -1.3908
H -0.2042 -3.6131 -3.3050
H -0.5882 -1.2173 -2.7922
H 3.8443 -3.6152 2.3141
H 2.9024 -3.6866 0.8352
H 2.6581 -4.8658 2.1004
H 2.2436 -0.5157 3.7610
H 3.3995 -1.7777 4.1525
H 1.8993 -1.6858 5.0187
H -0.3914 -4.3971 2.9978
H -0.2401 -3.4358 4.4470
H 0.8964 -4.7148 4.1344
H -0.7037 -1.4212 4.8646
H -1.7371 -0.0324 4.6753
H -0.0021 0.1579 4.5679
H -2.3613 -2.8446 2.7866
H -2.4361 -2.3913 1.0993
H -3.4011 -1.5384 2.2918
H -0.5471 1.6809 2.2330
H -2.2658 1.3629 2.1067
H -1.2245 1.0880 0.6911
F -1.8828 7.8811 -0.8635
C -2.1045 6.5969 -1.0805
C -1.1040 5.7945 -1.6386
F 0.0752 6.3106 -1.9713
C -1.3593 4.4491 -1.8361
F -0.4317 3.6330 -2.3688
C -2.5726 3.8579 -1.4825
S -2.8454 2.1740 -1.7903
C -3.5614 4.6766 -0.9215
F -4.7097 4.1256 -0.5396
C -3.3367 6.0353 -0.7284
F -4.2790 6.7942 -0.1934
N -4.7675 -3.6048 -1.8831
C -4.5506 -2.3976 -1.3514
C -3.3309 -1.6934 -1.5311
N -3.0823 -0.5658 -0.9083
C -4.0411 -0.0492 -0.1385
C -5.2645 -0.6988 -0.0109
N -5.4964 -1.8500 -0.5912
H -4.1316 -4.0005 -2.5506
H -5.6690 -4.0354 -1.7576
H -2.5834 -2.1048 -2.1898
H -3.8451 0.8740 0.3791
H -6.0614 -0.2745 0.5806

=====

89
Properties=species:S:1:pos:R:3 method="wB97M-V/def2-TZVPD" homo_lumo_gap_ev="6.92 / 5.42" s_squared=2.04 total_charge=+2 lumo_ev="-6.03 / -7.83" e_homo_ev="-13.0 / -13.2" multiplicity=3
Ni 2.7097 1.2104 1.0978
C -0.3255 5.3944 1.0815
C -0.6651 4.0154 0.6062
C -1.8783 3.6984 0.0601
C -2.1658 2.3817 -0.3427
N -1.2755 1.4168 -0.2046
N -0.0877 1.7244 0.3000
B 0.8588 0.5335 0.7004
N 1.1007 -0.5784 -0.3392
N 0.2760 -0.6933 -1.3896
C 0.4150 -1.7388 -2.1623
C 1.3694 -2.7439 -1.8617
C 2.2142 -2.6176 -0.8032
C 3.2545 -3.6328 -0.4564
C 2.0987 -1.4243 -0.0489
S 3.1648 -0.9889 1.2171
C -0.5280 -1.8234 -3.3609
C -1.9495 -2.0694 -2.8301
C -0.1458 -2.9689 -4.3016
C -0.4579 -0.5041 -4.1419
N 0.2919 -0.0651 2.0250
N -0.6865 -0.9382 1.7471
C -1.2856 -1.5438 2.7404
C -0.9403 -1.2392 4.0778
C 0.0468 -0.3447 4.3644
C 0.4536 -0.0183 5.7680
C 0.7037 0.2565 3.2547
S 2.0312 1.3379 3.5051
C -2.3627 -2.5612 2.4115
C -2.0864 -3.8544 3.1942
C -2.3770 -2.8708 0.9163
C -3.7163 -1.9717 2.8362
C 0.2525 2.9507 0.7179
S 1.8022 3.1646 1.4488
C -3.5116 1.9631 -0.9165
C -3.2824 1.3930 -2.3227
C -4.0942 0.8782 0.0006
C -4.4875 3.1369 -1.0046
H -1.1146 6.0940 0.8165
H 0.6113 5.7428 0.6464
H -0.2032 5.4044 2.1664
H -2.6288 4.4679 -0.0481
H 1.4387 -3.6187 -2.4927
H 3.1459 -4.5221 -1.0730
H 3.1829 -3.9186 0.5939
H 4.2544 -3.2203 -0.6047
H -2.0525 -3.0918 -2.4589
H -2.6765 -1.9284 -3.6309
H -2.1917 -1.3880 -2.0150
H -0.2429 -3.9475 -3.8276
H 0.8706 -2.8612 -4.6871
H -0.8209 -2.9613 -5.1578
H -0.5868 0.3583 -3.4889
H -1.2402 -0.4851 -4.9015
H 0.5051 -0.4085 -4.6482
H -1.4673 -1.7265 4.8878
H -0.2061 -0.5082 6.4804
H 0.4277 1.0577 5.9420
H 1.4757 -0.3504 5.9575
H -1.0876 -4.2420 2.9830
H -2.8099 -4.6135 2.8965
H -2.1849 -3.7216 4.2722
H -1.4347 -3.3226 0.5962
H -2.5339 -1.9735 0.3183
H -3.1828 -3.5747 0.7068
H -3.7462 -1.7483 3.9048
H -4.5088 -2.6909 2.6265
H -3.9350 -1.0543 2.2857
H -2.5759 0.5663 -2.2961
H -2.8945 2.1575 -3.0001
H -4.2293 1.0325 -2.7270
H -3.4275 0.0155 0.0514
H -5.0569 0.5482 -0.3919
H -4.2541 1.2585 1.0128
H -4.1078 3.9446 -1.6343
H -4.7415 3.5415 -0.0220
H -5.4139 2.7851 -1.4579
S 3.3977 1.5028 -1.2227
C 5.0828 1.8087 -1.2149
N 5.7563 1.6583 -2.3819
C 7.0793 1.9012 -2.5520
C 7.8355 2.3079 -1.4986
C 7.1992 2.4679 -0.2578
C 5.8560 2.2269 -0.1183
H 5.2062 1.3572 -3.1773
H 7.4687 1.7454 -3.5472
H 8.8893 2.5007 -1.6274
H 7.7754 2.7931 0.5989
H 5.3641 2.3683 0.8333

=====

85
Properties=species:S:1:pos:R:3 method="wB97M-V/def2-TZVPD" homo_lumo_gap_ev="6.75 / 4.26" s_squared=3.79 total_charge=+2 lumo_ev="-5.24 / -8.59" e_homo_ev="-12.0 / -12.8" multiplicity=4
P 1.7126 1.3137 -3.3980
C 3.2630 1.2780 -2.5770
C 4.1268 0.5736 -3.4402
H 3.7196 -0.1538 -4.1336
C 5.4486 0.9645 -3.6078
H 6.0102 0.6163 -4.4661
C 6.0238 1.8648 -2.7094
H 7.0559 2.1945 -2.8521
C 5.2630 2.2904 -1.6177
H 5.7720 2.9172 -0.8740
C 3.8924 1.9824 -1.5126
H 3.3726 2.2775 -0.5971
C 0.8311 -0.2492 -3.3249
C 1.3361 -1.4760 -2.8466
H 2.1823 -1.5411 -2.1569
C 0.7583 -2.6856 -3.2632
H 1.1942 -3.6488 -2.9816
C -0.3670 -2.6926 -4.0979
H -0.7653 -3.6380 -4.4911
C -0.9971 -1.4774 -4.3734
H -1.8844 -1.4735 -5.0111
C -0.4488 -0.2865 -3.9051
H -1.0056 0.6238 -4.1063
C 0.6681 2.6945 -2.6219
C 0.7364 3.6031 -3.6808
H 1.4134 3.4166 -4.5074
C -0.1420 4.6615 -3.8459
H -0.0616 5.2370 -4.7616
C -1.0721 4.9533 -2.8546
H -1.7371 5.8149 -2.9776
C -1.0926 4.1489 -1.7084
H -1.8045 4.4315 -0.9250
C -0.2515 3.0035 -1.5772
H -0.3522 2.4743 -0.6191
Re 0.1321 -0.6880 2.8824
C -1.7777 -1.5356 2.2168
C -2.1706 -1.5930 0.9300
H -2.4172 -2.0219 2.9584
C -1.2600 -0.8414 -0.0492
O -1.9805 0.2340 -0.6595
H -1.4434 0.7390 -1.2944
C -0.1501 -0.4303 0.7894
H -0.8563 -1.4250 -0.8948
C 0.8773 0.1006 1.3813
Cl -0.5366 -1.0370 5.1512
Cl 2.2375 0.3209 3.8025
P 1.4202 -2.4750 2.3613
C 2.3674 -2.9222 3.8531
H 1.6602 -3.2239 4.6309
H 2.8992 -2.0170 4.1694
H 3.0669 -3.7235 3.6035
C 0.4882 -3.9622 1.8391
H 0.0335 -3.7965 0.8535
H -0.3128 -4.1636 2.5608
H 1.1522 -4.8356 1.7806
C 2.7202 -2.4311 1.0631
H 3.1928 -1.4438 1.0535
H 2.3026 -2.6286 0.0661
H 3.4870 -3.1867 1.2792
P -3.7524 -2.3196 0.2904
C -4.2034 -3.3214 1.6686
C -3.4042 -3.2814 -1.1578
H -4.3417 -2.7233 2.5643
H -3.4524 -4.0775 1.8854
H -5.1401 -3.8016 1.4072
H -3.0412 -2.6524 -1.9729
H -4.3659 -3.7271 -1.4270
H -2.6699 -4.0641 -0.9509
C -4.8811 -0.9911 -0.0060
H -5.0983 -0.4790 0.9343
H -5.7734 -1.4702 -0.4194
H -4.4390 -0.2780 -0.7043
H 1.6948 0.6821 1.0064
C -2.2429 3.4845 3.5041
N -1.0966 3.1002 4.3183
C -0.8846 3.6862 5.6229
C -0.4297 1.9784 4.0111
O -0.8928 1.1817 3.1885
H -2.7366 4.3230 4.0071
H -2.9380 2.6416 3.3752
H -1.8978 3.7958 2.5066
H -1.0366 2.9316 6.4089
H 0.1536 4.0257 5.7151
H -1.5707 4.5210 5.7729
H 0.5100 1.8089 4.5460

=====

Calculated relative energy (zero: lowest compared OMol25 entry of this formula, charge and spin) (kcal/mol), listed in the same order as above: 35.3 0.6 24.1
Calculated E_tot (eV), listed in the same order as above: -98747.479 -129378.754 -94507.325